Entry 1:
{"formula": "C14H11F13N4O", "method": "ωB97M-V/def2-TZVPD", "species": ["C", "F", "C", "H", "O", "H", "C", "F", "F", "F", "C", "C", "C", "H", "N", "F", "H", "N", "N", "C", "H", "C", "H", "F", "C", "H", "F", "C", "F", "F", "F", "C", "H", "N", "F", "H", "C", "H", "F", "C", "C", "F", "H"], "coordinates": [[4.213, -1.807, 0.171], [3.776, -3.961, 1.058], [-4.941, -2.108, -2.026], [-4.989, -2.760, -1.158], [1.586, 1.951, -1.840], [-2.709, 0.440, -1.758], [-3.161, 0.310, -0.797], [3.659, -1.146, -2.014], [4.321, 1.265, -1.855], [2.634, 3.483, 1.105], [-3.722, 0.314, 2.838], [2.923, 2.743, 0.002], [3.171, -2.924, 0.497], [-3.937, -2.152, -2.441], [-4.389, -0.183, -0.621], [3.572, 3.559, -0.842], [-6.295, -0.642, -1.196], [-0.537, 1.429, -0.120], [-4.723, -0.243, 0.671], [-3.701, 0.227, 1.356], [-4.672, -0.062, 3.205], [-1.384, 1.159, 0.792], [-2.914, -0.279, 3.265], [5.690, 0.392, -0.454], [1.617, 2.172, -0.660], [-1.170, 1.342, 1.853], [5.267, -2.363, -0.443], [4.388, 0.659, -0.666], [2.252, -2.475, 1.346], [3.203, 0.880, 1.404], [2.556, -3.347, -0.600], [3.611, -0.700, -0.754], [-5.644, -2.466, -2.773], [0.652, 1.961, 0.251], [4.938, 2.121, 1.105], [0.816, 2.162, 1.242], [-5.292, -0.677, -1.626], [-3.598, 1.347, 3.162], [2.310, -0.524, -0.454], [3.875, 1.604, 0.473], [-2.656, 0.604, 0.467], [4.653, -1.291, 1.330], [-5.245, -0.017, -2.495]], "nbo_charge": [0.556, -0.297, -0.611, 0.219, -0.536, 0.231, 0.011, -0.284, -0.280, -0.321, -0.646, 0.563, 0.924, 0.210, -0.152, -0.292, 0.227, -0.236, -0.279, 0.158, 0.240, 0.062, 0.221, -0.297, 0.592, 0.161, -0.290, 0.583, -0.301, -0.318, -0.300, 0.586, 0.216, -0.436, -0.288, 0.390, -0.209, 0.220, -0.305, 0.579, -0.180, -0.297, 0.205], "e_homo_ev": -8.657, "total_charge": 0, "smiles": "CCn1cc(/C=N/NC(=O)C(F)(F)C(F)(F)C(F)(F)C(F)(F)C(F)(F)C(F)(F)F)c(C)n1", "homo_lumo_gap_ev": 8.89, "e_lumo_ev": 0.235}

=====

Entry 2:
{"formula": "C3H9N", "method": "ωB97M-V/def2-TZVPD", "species": ["H", "H", "N", "H", "C", "H", "H", "C", "H", "C", "H", "H", "H"], "coordinates": [[-2.720, -0.550, 0.024], [1.895, -0.722, 0.866], [-2.043, 0.180, -0.177], [0.327, 1.204, -0.977], [-0.750, -0.459, -0.034], [-2.163, 0.911, 0.542], [0.183, 1.273, 0.759], [0.351, 0.573, -0.105], [-0.631, -1.209, -0.826], [1.751, -0.118, -0.045], [1.935, -0.803, -0.882], [-0.616, -0.993, 0.917], [2.481, 0.715, -0.063]], "nbo_charge": [0.351, 0.202, -0.824, 0.206, -0.213, 0.348, 0.185, -0.395, 0.181, -0.610, 0.205, 0.155, 0.210], "e_homo_ev": -9.365, "total_charge": 0, "smiles": "CCCN", "homo_lumo_gap_ev": 10.62, "e_lumo_ev": 1.251}

=====

Entry 3:
{"formula": "C18H17F16O8P", "method": "ωB97M-V/def2-TZVPD", "species": ["C", "F", "C", "C", "C", "O", "O", "F", "F", "F", "F", "O", "H", "F", "F", "C", "C", "H", "C", "C", "H", "H", "O", "H", "P", "H", "C", "F", "H", "C", "H", "C", "O", "F", "F", "H", "O", "C", "O", "F", "H", "H", "H", "O", "H", "H", "C", "C", "H", "F", "C", "C", "F", "F", "F", "C", "H", "H", "F", "C"], "coordinates": [[4.991, -6.467, -0.079], [0.309, 2.708, -4.135], [-0.116, -0.272, -2.170], [-2.097, 4.181, 1.492], [-3.849, 2.445, 0.820], [-4.517, 2.462, 4.521], [-0.172, 2.966, 3.960], [1.604, -3.120, -1.781], [3.676, -8.373, 0.293], [0.570, 1.143, -0.391], [-1.335, 4.620, -3.200], [-0.911, 4.205, 2.207], [-5.214, 4.326, 1.977], [-1.025, 3.186, -1.578], [1.870, -0.476, -1.052], [4.046, -7.513, -0.683], [5.548, -5.353, -0.987], [-3.442, 0.089, 3.099], [0.736, 3.498, -3.132], [2.642, -3.337, -0.935], [-4.078, 3.297, 0.195], [2.832, -2.436, -0.353], [-5.259, 4.553, 4.508], [-3.632, 1.621, 0.159], [-2.079, 0.420, 3.014], [-6.607, 3.432, 2.498], [1.022, 0.499, -1.489], [3.616, -4.617, -2.712], [2.015, 1.087, -3.350], [-0.885, 3.114, 3.015], [2.873, 1.385, -1.871], [1.890, 1.456, -2.333], [1.640, 2.858, -2.311], [-0.741, -1.025, -1.231], [2.293, -4.323, -0.094], [-5.061, 1.302, 2.243], [-1.381, 0.063, 4.247], [-5.532, 3.417, 2.459], [4.955, -4.056, -0.983], [4.446, -5.921, 1.027], [-4.910, 1.642, 4.201], [-5.894, 2.013, 0.923], [4.558, -8.079, -1.466], [-2.526, 5.130, 0.902], [6.538, -5.161, -0.580], [5.710, -5.712, -2.003], [-0.422, 4.117, -2.341], [-5.094, 3.523, 3.902], [0.285, -0.939, -2.939], [2.926, -6.970, -1.195], [3.881, -3.699, -1.763], [-5.111, 2.193, 1.641], [1.391, 4.529, -3.699], [6.078, -7.183, 0.326], [4.232, -2.564, -2.408], [-1.933, 2.141, 2.502], [-1.596, -0.294, 1.900], [-0.054, 4.919, -1.698], [-1.039, 0.534, -2.723], [-2.658, 2.817, 1.631]], "nbo_charge": [0.596, -0.317, 0.517, 0.761, -0.462, -0.681, -0.463, -0.331, -0.319, -0.316, -0.317, -0.485, 0.254, -0.330, -0.336, 0.520, -0.132, -0.103, 0.851, 0.500, 0.245, 0.161, -0.542, 0.242, 1.559, 0.250, 0.600, -0.318, 0.211, 0.771, 0.233, -0.133, -0.511, -0.325, -0.315, 0.186, -1.051, -0.543, -0.511, -0.308, 0.481, 0.226, 0.140, -0.499, 0.232, 0.207, 0.501, 0.781, 0.152, -0.321, 0.851, -0.383, -0.317, -0.327, -0.326, -0.448, -0.076, 0.159, -0.321, -0.023], "e_homo_ev": -10.667, "total_charge": 0, "smiles": "O=[PH2]C1=C(CCCC(=O)O)C(=O)OC1=O.FC(F)C(F)(F)COC(F)(F)C(F)F.FC(F)C(F)(F)COC(F)(F)C(F)F", "homo_lumo_gap_ev": 9.29, "e_lumo_ev": -1.375}

=====

Entry 4:
{"formula": "C5H9O3Ru", "method": "ωB97M-V/def2-TZVPD", "species": ["H", "H", "H", "O", "H", "C", "Ru", "H", "H", "H", "C", "C", "C", "H", "C", "O", "O", "H"], "coordinates": [[-1.606, 0.479, 0.242], [1.977, 0.462, 3.499], [1.727, -1.159, 2.712], [-0.403, 0.081, -1.242], [1.529, 1.637, 1.320], [-1.338, -1.768, -2.390], [-0.194, 3.869, -0.661], [-2.429, -0.163, -1.359], [-0.312, -1.943, -2.727], [-1.783, -2.651, -1.907], [2.064, -0.130, 2.573], [-1.445, -0.642, -1.469], [-0.494, 0.880, 0.008], [-1.998, -1.537, -3.247], [1.325, 0.578, 1.543], [0.399, 0.023, 0.912], [-0.152, 2.055, -0.106], [3.132, -0.072, 2.301]], "mulliken_spin": [-0.007, 0.001, 0.001, 0.059, 0.004, 0.002, 6.079, -0.003, 0.001, 0.000, 0.000, -0.006, -0.012, 0.000, -0.009, 0.022, -0.130, 0.000], "e_homo_ev": [-21.322, -24.849], "total_charge": 3, "homo_lumo_gap_ev": [8.16, 7.66], "e_lumo_ev": [-13.163, -17.193], "multiplicity": 7}

=====

Which strongest force on any atom belongs to each record? In order, 1.157, 1.497, 2.171, 8.167 eV/A.